No. 1
Entry from the Open Molecules 2025 dataset: a molecular structure, C46H49Cl5IOP2Pd at a distorted geometry (ωB97M-V/def2-TZVPD).

Element x y z (Å)
1 C -4.76 -1.36 -1.63
2 C -5.98 -1.26 -1.02
3 H -2.41 -4.53 4.43
4 C -3.51 -1.01 -0.89
5 H 1.07 4.09 -0.34
6 H -2.00 -4.88 -5.03
7 H 0.58 -0.20 4.05
8 H -3.29 4.97 -2.96
9 C 1.27 0.63 3.86
10 C 0.32 1.93 1.91
11 Pd -0.23 -0.38 -0.38
12 Cl -7.40 -1.69 -1.83
13 C -1.62 -4.45 -4.11
14 C 3.91 -5.54 0.18
15 C 4.89 -1.52 -0.53
16 C -2.14 2.39 -1.53
17 H -2.28 -6.10 -2.90
18 C 0.55 3.31 2.57
19 H 1.21 1.85 5.65
20 C -3.65 -0.59 0.53
21 C 3.59 -1.93 -0.60
22 P 0.25 -2.75 -0.25
23 C 2.62 -5.98 0.17
24 H 4.72 -6.23 0.35
25 H -3.94 5.22 -1.37
26 H 1.22 -0.05 1.80
27 C 3.88 3.61 -0.95
28 C -2.63 -3.98 2.37
29 H 2.37 1.25 2.09
30 C 0.80 1.87 4.64
31 H 1.02 4.02 4.55
32 H -2.13 2.43 0.61
33 H 0.51 2.93 -2.62
34 O -2.44 -1.04 -1.41
35 C -0.61 -3.33 1.23
36 C 1.81 -3.72 -0.23
37 C -3.44 3.15 -1.76
38 C 3.15 -3.24 -0.30
39 H 5.16 -0.50 -0.76
40 C -0.97 -3.23 -4.12
41 H -1.42 -5.17 -0.81
42 H -1.03 4.79 -2.14
43 C -3.19 4.66 -1.92
44 C -6.05 -0.77 0.33
45 C -4.86 -0.43 1.11
46 C -1.78 -5.14 -2.91
47 H 0.04 -1.74 -2.97
48 H -2.30 1.32 -1.53
49 C 5.56 -3.75 0.01
50 C 1.48 3.06 -2.16
51 C -0.59 -3.40 -1.74
52 H -2.55 -3.42 0.30
53 H 0.02 -4.06 4.48
54 Cl -7.52 -0.59 1.03
55 H -2.31 4.67 0.62
56 H 0.56 -5.43 0.06
57 H 3.09 1.84 0.00
58 H 1.17 -3.31 2.44
59 C 1.42 3.09 -0.62
60 C 1.37 0.89 2.35
61 H 2.91 3.29 0.96
62 H -4.11 2.97 -0.91
63 C 1.58 -5.06 0.00
64 H 2.09 2.20 -2.47
65 H 4.31 2.90 -1.67
66 H -0.29 1.87 4.75
67 C -1.51 4.39 -0.07
68 H 2.33 3.13 3.80
69 C 2.13 4.36 -2.64
70 C -1.91 -4.17 3.54
71 Cl -2.21 -0.31 1.37
72 P 0.12 1.99 0.08
73 H 4.06 5.29 -2.29
74 H -3.70 -4.18 2.35
75 H -1.46 2.60 -2.36
76 C -1.99 -3.55 1.22
77 H 2.25 0.32 4.22
78 H -0.59 4.77 0.36
79 Cl -4.59 -1.88 -3.20
80 C 3.29 4.79 -1.71
81 C 2.84 2.90 -0.06
82 C -1.27 -4.62 -1.73
83 H 2.93 5.54 -0.99
84 H 6.32 -4.48 0.22
85 H -0.65 1.56 2.26
86 H -0.86 -2.68 -5.04
87 C -0.46 -2.70 -2.94
88 I 2.35 -0.48 -1.46
89 C -0.54 -3.92 3.56
90 H 6.92 -2.12 -0.15
91 C 1.24 3.15 3.94
92 C -1.51 2.84 -0.20
93 H 2.39 -7.02 0.33
94 C -1.80 5.06 -1.41
95 C 0.11 -3.49 2.42
96 H 1.38 5.15 -2.68
97 H 4.72 3.95 -0.33
98 C 4.21 -4.17 -0.03
99 C 5.89 -2.45 -0.20
100 H 2.49 4.22 -3.66
101 H 1.15 3.96 1.94
102 H -1.75 6.15 -1.30
103 H -3.95 2.76 -2.64
104 H -0.41 3.80 2.70
105 Cl -5.02 0.12 2.70

Output
- E_tot: -5265.786394 Eh
- Net charge: +3
- 2S+1: 1

---

No. 2
Entry from the Open Molecules 2025 dataset: 3 unconnected molecules or ions with the total composition C23H58FN6O5P2 at a distorted geometry (ωB97M-V/def2-TZVPD).

Element x y z (Å)
1 C 2.43 -5.99 -0.56
2 C -1.38 -2.23 -1.64
3 H -0.38 9.79 1.39
4 F -3.77 -4.98 4.68
5 H 4.11 -8.34 1.10
6 H -3.72 5.88 -3.34
7 P 4.69 -5.35 0.64
8 H -0.58 -3.37 2.06
9 H 6.34 -7.79 0.76
10 O -2.13 6.47 0.01
11 C 3.26 -7.68 0.93
12 H -3.98 -4.41 2.37
13 H -3.39 9.09 0.33
14 H -2.58 -2.93 0.02
15 O -1.77 -0.88 -1.85
16 H -3.93 -2.14 4.00
17 H -4.35 3.32 -1.66
18 H 0.10 5.61 -2.61
19 P -1.38 7.30 -0.99
20 H 7.39 -7.36 2.09
21 N 3.62 -6.56 0.07
22 H 5.20 -7.21 -1.78
23 C -4.81 2.42 0.28
24 N -1.34 8.84 -0.22
25 O -2.90 1.87 -1.21
26 H -1.88 -4.27 4.47
27 O -0.76 -3.86 -0.02
28 O 3.87 -4.60 1.64
29 C -1.97 -4.97 1.90
30 N -0.03 7.64 -2.06
31 H -4.61 0.78 -1.80
32 C -2.94 8.33 -3.05
33 H -2.87 10.00 -1.11
34 H -2.91 5.18 -1.95
35 C -2.97 -4.05 2.60
36 H 1.43 6.60 -3.19
37 H -2.92 -2.99 2.28
38 H -3.84 8.75 -2.58
39 H -2.77 -0.29 -0.17
40 C 0.76 6.44 -2.34
41 N 5.77 -5.46 -0.75
42 H -2.19 9.11 -3.16
43 H 6.27 -6.13 -2.65
44 H -3.72 -1.35 -1.28
45 H 0.13 -4.88 1.51
46 C -3.31 -2.68 4.71
47 H -2.45 -2.04 4.95
48 H -4.46 1.58 0.86
49 C -2.99 -0.53 -1.21
50 H -5.78 2.22 -0.18
51 H 7.21 -4.29 -1.77
52 C -3.52 0.75 -1.84
53 C 6.12 -5.25 2.94
54 H -3.89 -2.81 5.62
55 C -3.82 2.86 -0.81
56 H 5.41 -5.59 3.70
57 H 1.43 8.75 -0.95
58 H 6.00 -4.17 2.82
59 C 6.36 -7.30 1.74
60 H 1.72 -5.59 0.17
61 H -3.21 8.03 -4.07
62 C -1.53 -2.71 -0.21
63 H -3.21 3.66 -0.39
64 H 2.71 -5.17 -1.23
65 H -1.27 8.32 1.84
66 H -2.47 -5.36 1.00
67 C 6.37 -4.16 -1.08
68 H 1.93 -6.74 -1.17
69 C 0.86 8.79 -1.88
70 H -1.15 -1.91 0.44
71 H 5.64 -3.48 -1.54
72 H 0.30 9.72 -1.91
73 H 2.50 -8.29 0.44
74 H 7.14 -5.42 3.30
75 H -4.99 3.29 0.92
76 H -0.31 -2.27 -1.87
77 H 1.57 8.80 -2.71
78 H -4.26 6.29 -1.70
79 H -3.24 0.69 -2.90
80 C -2.55 9.63 -0.13
81 H 0.27 8.21 0.98
82 C 5.41 -6.16 -1.98
83 H 2.85 -7.36 1.90
84 H 1.37 6.13 -1.48
85 C -2.88 -4.03 4.13
86 C -3.38 6.08 -2.32
87 N 5.94 -5.93 1.66
88 C -0.74 -4.23 1.40
89 H 4.55 -5.72 -2.50
90 H 6.75 -3.69 -0.17
91 H -1.89 -2.89 -2.35
92 N -2.43 7.19 -2.32
93 C -0.66 8.79 1.06
94 H -2.36 10.53 0.47
95 H 5.74 -7.88 2.43

Output
- E_tot: -2398.288698 Eh
- Net charge: -1
- 2S+1: 1

---

No. 3
Entry from the Open Molecules 2025 dataset: C9H14O3S2 in the gas phase at a distorted geometry (ωB97M-V/def2-TZVPD).

Element x y z (Å)
1 H 5.07 -0.21 -0.67
2 H -0.23 1.77 2.83
3 H -2.44 0.99 2.50
4 S 2.49 -0.21 -2.38
5 H 0.89 1.11 1.07
6 O -1.10 -0.67 -1.60
7 C -0.19 1.37 -1.28
8 H 0.77 -2.38 -0.21
9 C 2.53 -0.22 -0.66
10 C -0.25 -2.44 -0.18
11 C -1.72 1.00 1.65
12 O 0.92 -0.42 -2.48
13 H 1.15 2.85 1.34
14 H -0.40 -2.64 -2.33
15 O -0.51 -3.87 0.07
16 C -0.04 0.14 -1.69
17 C 0.43 2.04 1.00
18 H -1.29 3.04 1.96
19 H -1.17 0.11 1.45
20 C -0.96 -2.05 -1.54
21 H -1.47 -3.88 0.09
22 C -0.06 2.31 -0.36
23 H -0.52 3.26 -0.57
24 C -0.72 2.09 1.93
25 H -2.39 1.31 0.87
26 H -1.92 -2.44 -1.49
27 H -0.82 -1.91 0.51
28 S 3.96 -0.05 0.16

Output
- E_tot: -1373.186201 Eh
- Energy above the lowest of the compared OMol25 structures with the same formula, charge and spin: 369.1 kJ/mol
- 2S+1: 1